Entry 1:
{
  "formula": "C20H43N6O7",
  "method": "ωB97M-V/def2-TZVPD",
  "species": ["C", "C", "O", "C", "C", "N", "C", "O", "H", "H", "H", "H", "H", "H", "H", "H", "C", "C", "O", "N", "C", "H", "H", "H", "H", "H", "H", "H", "C", "C", "O", "N", "C", "H", "H", "H", "H", "H", "H", "H", "C", "C", "O", "N", "C", "H", "H", "H", "H", "H", "H", "H", "C", "C", "O", "N", "C", "H", "H", "H", "H", "H", "H", "H", "C", "C", "O", "N", "C", "H", "H", "H", "H", "H", "H", "H"],
  "xyz": [[2.63392, -5.80810, -1.91313], [3.06108, -4.35360, -2.16251], [3.94243, -3.86345, -1.16429], [1.87076, -3.41586, -2.39807], [0.86132, -3.35830, -1.25021], [-0.55651, -3.12067, -1.94441], [-1.14240, -4.17884, -1.90499], [-1.60571, -5.27105, -1.99950], [1.71056, -5.99006, -2.46509], [2.42137, -5.92997, -0.84997], [3.41308, -6.51640, -2.19813], [3.63504, -4.35038, -3.09570], [3.42315, -3.86713, -0.35020], [2.27978, -2.41147, -2.55735], [1.42012, -3.72214, -3.35866], [0.75891, -4.34200, -0.76154], [1.11664, -1.38372, -7.02927], [1.75264, -1.23674, -5.66331], [2.88212, -1.63928, -5.43184], [1.01352, -0.64397, -4.69365], [-0.32894, -0.11669, -4.78464], [1.82631, -1.87611, -7.68786], [0.21373, -1.99270, -6.96823], [0.86936, -0.40615, -7.44679], [1.48137, -0.58431, -3.79778], [-0.32155, 0.94647, -4.53122], [-0.96982, -0.63814, -4.07016], [-0.73421, -0.24050, -5.78504], [-1.32507, -0.31335, -0.28243], [-0.28465, 0.57112, -0.94278], [0.70000, 0.14820, -1.51751], [-0.50826, 1.92172, -0.87542], [-1.61284, 2.62532, -0.23820], [-1.06688, -1.36690, -0.39800], [-1.39519, -0.08349, 0.78218], [-2.29247, -0.14308, -0.75851], [0.20137, 2.46744, -1.33750], [-2.15380, 3.21455, -0.98008], [-1.23116, 3.30373, 0.52194], [-2.29896, 1.92384, 0.22471], [-1.16564, 2.41266, 4.94471], [-0.56754, 2.60539, 3.57104], [-0.62375, 3.67832, 2.98453], [0.04379, 1.54249, 2.99772], [0.21528, 0.20556, 3.53431], [-1.61337, 3.35001, 5.26136], [-1.93954, 1.64470, 4.92213], [-0.39491, 2.13169, 5.66327], [0.41990, 1.73781, 2.07960], [1.27930, -0.02454, 3.60042], [-0.25187, -0.52317, 2.87094], [-0.22765, 0.12050, 4.52182], [-1.76315, 6.46729, 2.66276], [-2.70925, 6.37232, 1.48736], [-2.71820, 5.41401, 0.73392], [-3.57613, 7.40731, 1.28637], [-3.71706, 8.61962, 2.06539], [-1.13240, 5.58178, 2.66629], [-1.12697, 7.35030, 2.56677], [-2.32056, 6.51768, 3.59986], [-4.17760, 7.27868, 0.48840], [-4.73203, 8.68935, 2.46302], [-3.53582, 9.49089, 1.43210], [-3.01408, 8.63298, 2.89124], [2.33164, -2.45652, 2.06426], [1.98635, -3.92359, 2.05662], [2.59258, -4.72820, 1.37515], [0.95028, -4.33789, 2.84070], [0.11213, -3.54430, 3.70916], [3.16513, -2.29246, 1.38859], [1.48369, -1.87052, 1.71022], [2.62080, -2.13348, 3.06910], [0.77192, -5.32704, 2.77617], [0.18874, -3.90872, 4.73738], [-0.93082, -3.62440, 3.39238], [0.40838, -2.50160, 3.68346]],
  "charge": -1,
  "homo_ha": -0.064,
  "lumo_ha": 0.0740
}

---

Entry 2:
{
  "formula": "C3H2O6",
  "method": "ωB97M-V/def2-TZVPD",
  "species": ["C", "C", "C", "O", "O", "O", "O", "O", "O", "H", "H"],
  "xyz": [[1.10512, -0.89183, 0.80131], [0.73888, 0.43952, 0.16771], [-1.51788, -0.12317, -0.04365], [-1.24662, -1.18706, -0.49205], [-0.58017, 0.82180, 0.29698], [1.39101, 0.83110, -0.98248], [1.63054, 1.44783, 0.26724], [1.82675, -1.61963, 0.08159], [-2.72115, 0.34306, 0.17812], [2.06651, -1.29819, -0.82627], [-2.69298, 1.23658, 0.55152]],
  "homo_ha": -0.344,
  "lumo_ha": 0.0070
}

---

Entry 3:
{
  "formula": "C6H13NO",
  "method": "ωB97M-V/def2-TZVPD",
  "species": ["C", "N", "C", "C", "C", "C", "C", "H", "H", "H", "H", "H", "H", "H", "H", "H", "H", "H", "H", "H", "O"],
  "xyz": [[-0.44674, 2.29659, 1.51514], [-1.06144, 1.89248, 0.24883], [-1.63756, 0.54740, 0.27788], [1.30295, -2.67509, 1.38483], [1.47846, -1.80181, 0.40796], [0.59428, -0.64397, 0.21021], [-0.71235, -0.61889, 0.40322], [-1.10333, 3.00068, 2.03874], [0.49157, 2.81567, 1.33610], [-0.27626, 1.44253, 2.17851], [-0.42068, 1.96601, -0.52871], [-2.17264, 0.42926, -0.67364], [-2.44499, 0.59659, 0.99978], [0.51061, -2.60421, 2.10959], [1.90587, -3.56737, 1.55109], [2.34046, -1.89811, -0.20983], [1.09055, 0.30354, -0.02475], [-1.25021, -1.50564, 0.72215], [0.33454, 0.72107, -2.77497], [1.22616, -0.03775, -3.66981], [0.34601, 0.35711, -3.66841]],
  "smiles": "C=C/C=C/CNC.O",
  "homo_ha": -0.329,
  "lumo_ha": 0.0244
}

---

Entry 4:
{
  "formula": "C4H7NO",
  "method": "ωB97M-V/def2-TZVPD",
  "species": ["C", "O", "C", "C", "C", "N", "H", "H", "H", "H", "H", "H", "H"],
  "xyz": [[-1.76024, 0.02965, -0.82649], [-0.93833, 0.31762, 0.29333], [0.44642, 0.36827, 0.05559], [1.21188, 0.19360, 1.36745], [0.87804, -0.76034, -0.80505], [1.19080, -1.71449, -1.37822], [-1.36717, -0.81877, -1.39952], [-1.87798, 0.88589, -1.50587], [-2.73711, -0.24521, -0.42474], [0.72673, 1.32188, -0.41980], [0.94897, 0.96845, 2.08957], [0.99190, -0.78974, 1.79251], [2.28610, 0.24319, 1.16123]],
  "smiles": "CO[C@@H](C)C#N",
  "homo_ha": -0.393,
  "lumo_ha": 0.0341
}

---

Entry 5:
{
  "formula": "C16H34BClFNO14S3Si",
  "method": "ωB97M-V/def2-TZVPD",
  "species": ["C", "B", "O", "Si", "F", "C", "C", "C", "Cl", "C", "C", "C", "C", "N", "C", "C", "O", "H", "H", "H", "H", "H", "H", "H", "H", "H", "H", "H", "H", "H", "H", "H", "H", "H", "H", "H", "H", "H", "H", "C", "C", "O", "S", "O", "O", "O", "H", "H", "H", "H", "C", "C", "O", "S", "O", "O", "O", "H", "H", "H", "H", "C", "C", "O", "S", "O", "O", "O", "H", "H", "H", "H"],
  "xyz": [[5.27721, -4.18679, 1.07778], [5.42952, -2.55247, 0.74039], [6.71514, -1.90808, 0.35161], [3.74314, -1.54928, 0.85531], [2.87798, -2.13348, 2.31457], [3.98718, 0.34618, 1.07772], [4.80399, 1.08274, -0.16019], [5.76466, 2.24618, 0.56218], [4.71591, 3.59562, 1.36785], [2.70100, -2.07285, -0.67520], [2.25432, -0.83463, -1.66546], [0.72575, -1.09160, -2.24212], [-0.31973, -0.19170, -1.29933], [-0.14064, -0.69937, 0.11634], [-1.44625, -0.78632, 0.87726], [-1.41518, -0.21416, 2.44563], [-2.58187, -1.31665, 0.40144], [5.17608, -4.80716, 0.08918], [6.16405, -4.50377, 1.77198], [4.24861, -4.33943, 1.66485], [6.52166, -1.54674, -0.58473], [2.95690, 0.91268, 1.27483], [4.65856, 0.52007, 2.04687], [3.97654, 1.67971, -0.77477], [5.42158, 0.34258, -0.82497], [6.43197, 1.76261, 1.42478], [6.44390, 2.81629, -0.21735], [3.26780, -2.85689, -1.37538], [1.75160, -2.66968, -0.26607], [2.29071, 0.21600, -1.13824], [3.05440, -0.82631, -2.55036], [0.65944, -0.77023, -3.37925], [0.51204, -2.24331, -2.15110], [-1.39376, -0.33813, -1.74483], [0.05929, 0.92045, -1.39085], [0.60480, -0.19104, 0.64065], [-1.11096, 0.91838, 2.37462], [-2.44280, -0.38753, 2.98527], [-0.53813, -0.78975, 3.00699], [-2.64770, 4.76446, -0.87170], [-1.91482, 4.18798, -2.08011], [-0.52862, 4.34018, -1.78338], [-0.31421, 4.20878, -0.17180], [0.09377, 2.85248, 0.12000], [0.41670, 5.36676, 0.28783], [-1.87657, 4.37458, 0.26344], [-2.66969, 5.85838, -0.90908], [-3.66903, 4.38348, -0.78794], [-2.16971, 4.70580, -3.00783], [-2.12064, 3.11822, -2.19235], [-4.91037, 2.07509, -5.48474], [-5.61776, 0.96431, -4.71305], [-5.52724, 1.34611, -3.34236], [-5.55133, 2.97399, -3.24309], [-6.90423, 3.38782, -2.94386], [-4.40829, 3.40162, -2.47044], [-5.26045, 3.28597, -4.81661], [-3.82289, 1.95984, -5.43331], [-5.22225, 2.11348, -6.53189], [-5.15586, -0.01294, -4.87245], [-6.67864, 0.91301, -4.97994], [-2.66035, -4.24134, 3.80835], [-1.56293, -4.68742, 4.77084], [-1.28167, -3.54249, 5.57259], [-2.65010, -2.67368, 5.75415], [-3.24422, -3.02776, 7.02411], [-2.38012, -1.30922, 5.36460], [-3.51372, -3.39006, 4.57142], [-2.24548, -3.65539, 2.98186], [-3.22548, -5.08650, 3.40635], [-0.66337, -5.02376, 4.24982], [-1.91909, -5.48391, 5.43272]],
  "smiles": "CB(O)[Si@@](F)(CCCCl)CCCCNC(C)=O.O=S1(=O)OCCO1.O=S1(=O)OCCO1.O=S1(=O)OCCO1",
  "homo_ha": -0.342,
  "lumo_ha": 0.0043
}

---

Entry 6:
{
  "formula": "C5H6O2",
  "method": "ωB97M-V/def2-TZVPD",
  "species": ["C", "C", "C", "C", "C", "O", "O", "H", "H", "H", "H", "H", "H"],
  "xyz": [[-1.19521, -1.59434, 2.54914], [-0.26175, -0.61492, 1.44589], [0.42999, 0.79693, 0.81115], [-0.54278, -1.05793, -0.04915], [0.17339, 0.22514, -0.63343], [-0.04413, -2.21480, 2.74376], [0.74353, -1.25213, 2.16945], [-0.20408, 1.63473, 0.90531], [1.45497, 1.01888, 1.17217], [-0.08845, -2.02137, -0.38939], [-1.70968, -0.99869, -0.32351], [-0.46381, 0.90997, -1.27082], [1.11597, 0.00960, -1.28652]],
  "homo_ha": -0.327,
  "lumo_ha": 0.0108
}

---

| no. | HOMO-LUMO gap (eV) | DFT total energy (a.u.) | strongest force on any atom (hartree/bohr) |
| --- | --- | --- | --- |
| 1 | 3.74 | -1643.10249 | 0.02468 |
| 2 | 9.54 | -566.76419 | 0.05227 |
| 3 | 9.62 | -366.33792 | 0.03214 |
| 4 | 11.62 | -286.57340 | 0.02174 |
| 5 | 9.43 | -3806.96093 | 0.15078 |
| 6 | 9.20 | -344.29348 | 0.10008 |